## a
Here is a 2-piece molecular cluster, C4H13N2O overall from OMol25. Energies are from wB97M-V/def2-TZVPD.

Geometry as ORCA input:
```
! RIJCOSX wB97M-V def2-TZVPD def2/J DEFGRID3
* xyz 1 1
C -1.94 0.93 0.96
C -1.16 -0.33 1.21
C 0.35 -0.28 0.76
N 1.92 -1.71 -1.69
C 0.59 -1.21 -1.42
N 0.45 -0.03 -0.61
H -1.57 1.86 1.43
H -2.24 1.20 -0.05
H -2.91 0.83 1.52
H -1.65 -1.20 0.79
H -0.99 -0.48 2.33
H 0.93 -1.10 1.20
H 0.76 0.62 1.26
H 2.44 -1.95 -0.84
H 0.09 -2.11 -1.00
H 0.06 -1.07 -2.38
H 0.72 1.57 -0.39
H 2.47 -1.08 -2.26
H 1.10 3.03 -0.72
O 0.58 2.51 -0.10
*
```

LUMO energy (eV): -8.7
Frontier orbital gap (eV): 6.1
Highest occupied orbital energy (hartree): -0.54503

=====

## b
Here is an isolated ion of composition C4H13N2O and charge +1 from OMol25. Energies are from wB97M-V/def2-TZVPD.

Geometry as ORCA input:
```
! RIJCOSX wB97M-V def2-TZVPD def2/J DEFGRID3
* xyz 1 1
N -0.76 -1.49 -1.08
C -0.52 -1.67 0.41
C -1.03 -0.50 1.26
N -0.71 0.80 0.52
C 0.72 1.25 0.66
C 1.14 1.78 -0.73
O 1.48 0.61 -1.50
H -1.46 -0.72 -1.14
H -1.16 -2.35 -1.49
H 0.07 -1.01 -1.61
H -1.06 -2.64 0.78
H 0.51 -1.97 0.57
H -2.12 -0.52 1.34
H -0.59 -0.50 2.31
H -1.38 1.50 0.88
H 0.78 2.03 1.44
H 1.40 0.35 0.74
H 2.03 2.47 -0.64
H 0.21 2.14 -1.25
H 2.45 0.43 -1.45
*
```

SMILES: [NH3+]CCNCCO
LUMO energy (eV): -3.1
Frontier orbital gap (eV): 10.2
Highest occupied orbital energy (hartree): -0.49178

=====

Relative energy table, unit kcal/mol: a 96.1; b 0.0